(1)
Entry from OMol25: a 2-piece molecular cluster, H3N4O2 overall in a non-equilibrium geometry (ωB97M-V/def2-TZVPD).

For the gap between HOMO and LUMO (alpha / beta), the calculation gives 8.2 / 7.5 eV. The value obtained for the LUMO energy (alpha / beta) is 4.20 / 4.13 eV. As for the total energy: -10098.9214 eV. As for the charge: -1. The energy relative to the best compared isomer or geometry (same formula, charge and spin) is 34.4 kcal per mole. The largest force on an atom is 0.0658 hartree/bohr. Its highest occupied orbital energy (alpha / beta) is -4.01 / -3.33 eV.

Element x y z (Å)
N -0.2000 1.1305 -0.4464
N 1.7617 -0.6620 0.1803
N 0.5198 0.9641 0.5995
N -1.2926 0.3618 -0.5752
O -1.4396 -0.5883 0.2732
O -2.1912 0.6750 -1.3792
H 1.4639 -1.4444 0.7728
H 1.3600 -0.7932 -0.7812
H 0.0179 0.3565 1.3562

Here are the natural (NBO) charges for atoms 1 to 4, given in e:
1. N -0.257
2. N -0.913
3. N -0.291
4. N 0.545

---

(2)
Entry from OMol25: H28O14 as an isolated structure in a non-equilibrium geometry (ωB97M-V/def2-TZVPD).

For the gap between HOMO and LUMO, the calculation gives 7.3 eV. The value obtained for the LUMO energy is -0.12 eV. As for the total energy: -29112.2238 eV. The energy relative to the best compared isomer or geometry (same formula, charge and spin) is 217.4 kcal per mole. The largest force on an atom is 0.1981 hartree/bohr. Its highest occupied orbital energy is -7.46 eV.

Element x y z (Å)
H 0.1198 -0.4873 0.2309
H -1.2019 0.4538 0.1489
H 2.0078 -0.5421 -1.6978
H 0.9636 0.1385 -2.5256
H -2.0678 1.4740 4.6221
H -2.7892 1.4843 3.3526
H -5.1866 1.7815 -0.3617
H -5.4126 0.4199 -0.8526
H 2.5660 3.2880 0.4830
H 2.1425 4.7239 0.0035
H 2.8863 -1.4011 -0.4184
H 3.7240 -2.0776 0.6994
H 0.1408 -4.0091 0.9612
H 1.1736 -3.1336 1.7819
H 1.7039 0.9934 1.7031
H 2.8438 0.0102 1.1615
H 4.3821 -3.5962 -1.9517
H 3.8733 -2.5338 -1.0206
H -1.4818 2.2987 -0.3405
H -0.9581 3.2261 -1.4261
H -1.8306 -1.4495 -1.7589
H -3.1673 -0.8450 -1.8516
H 0.6683 -0.9625 2.4974
H -0.7911 -0.6579 1.8598
H -4.6802 -1.7068 -2.6016
H -4.3588 -1.9146 -1.0832
H 1.6297 2.2048 -1.9376
H 1.7866 3.8109 -1.8109
O -0.3872 0.2098 -0.2384
O 1.1567 -0.1219 -1.5740
O -1.8710 1.3632 3.6270
O -4.8880 0.9152 -0.2006
O 2.1713 3.7763 -0.2129
O 2.8843 -1.7666 0.5392
O 0.6928 -3.9164 1.7353
O 2.6825 0.9198 1.6133
O 3.6751 -2.8862 -1.9188
O -0.9515 3.1684 -0.4702
O -2.4052 -0.9319 -1.2414
O -0.2056 -1.3833 2.1773
O -4.6319 -2.3732 -1.8551
O 2.2419 2.9030 -1.7139

Here are the natural (NBO) charges for atoms 1 to 4, given in e:
1. H 0.492
2. H 0.453
3. H 0.436
4. H 0.479

---

(3)
Entry from OMol25: a 7-piece molecular cluster, H14O7 overall (ωB97M-V/def2-TZVPD).

For the gap between HOMO and LUMO, the calculation gives 10.9 eV. The value obtained for the LUMO energy is -0.33 eV. The SMILES is O.O.O.O.O.O.O. As for the total energy: -14559.1773 eV. The energy relative to the best compared isomer or geometry (same formula, charge and spin) is 52.7 kcal per mole. The largest force on an atom is 0.0059 hartree/bohr. Its highest occupied orbital energy is -11.25 eV.

Element x y z (Å)
O 0.3358 -0.3380 -1.1167
H 0.8560 0.4733 -1.1104
H -0.0573 -0.3715 -0.2373
O -1.9245 -2.4030 -2.7302
H -1.2963 -3.0918 -2.4855
H -1.3691 -1.6760 -3.0334
O -1.8332 3.4031 2.2414
H -1.2997 2.6534 2.5282
H -1.2081 4.1359 2.2062
O 2.7349 1.6209 1.8686
H 1.9861 2.1054 1.5032
H 2.5367 0.6987 1.6706
O -0.3084 1.7954 -4.6198
H 0.1550 1.2661 -3.9609
H -0.2970 2.6872 -4.2545
O 3.4338 -1.8378 1.5010
H 2.9024 -2.1637 2.2361
H 4.3111 -1.7168 1.8814
O -3.4956 -2.1310 1.9817
H -3.5235 -2.9689 1.5061
H -2.6392 -2.1409 2.4240

Here are the natural (NBO) charges for atoms 1 to 4, given in e:
1. O -0.938
2. H 0.465
3. H 0.472
4. O -0.940

---

(4)
Entry from OMol25: a 8-piece molecular cluster, H16O8 overall in a non-equilibrium geometry (ωB97M-V/def2-TZVPD).

For the gap between HOMO and LUMO, the calculation gives 10.7 eV. The value obtained for the LUMO energy is 0.14 eV. The SMILES is O.O.O.O.O.O.O.O. As for the total energy: -16639.4716 eV. The energy relative to the best compared isomer or geometry (same formula, charge and spin) is 58.6 kcal per mole. The largest force on an atom is 0.0470 hartree/bohr. Its highest occupied orbital energy is -10.54 eV.

Element x y z (Å)
O 2.4722 -2.4896 -1.9568
H 2.2152 -1.8146 -2.6558
H 1.7692 -2.4586 -1.3028
O 1.0412 -3.1736 0.1962
H 1.6202 -3.8746 -0.0778
H 1.4252 -2.6926 0.8862
O 0.4702 0.1784 -2.0738
H 0.4682 -0.0226 -1.1468
H 1.3582 0.2684 -2.3368
O 1.9482 -0.3386 0.2152
H 1.9832 0.2254 0.9932
H 2.6062 -0.9946 0.3482
O -2.3318 3.2704 1.4312
H -2.8858 3.8874 0.9402
H -2.2058 2.6154 0.7362
O -1.7478 1.7294 -0.7818
H -2.4958 1.5834 -1.3538
H -1.2698 2.4224 -1.2848
O -1.0638 1.2254 3.1042
H -1.6738 1.5234 2.4682
H -1.1498 0.3094 2.8522
O -0.8988 -0.4606 0.6342
H -0.5028 -1.1806 0.1032
H -1.1518 0.2614 0.0622

Here are the natural (NBO) charges for atoms 1 to 4, given in e:
1. O -0.978
2. H 0.472
3. H 0.482
4. O -0.942

---

(5)
Entry from OMol25: an isolated ion of composition C11H5N8O5 and charge -1 in a non-equilibrium geometry (ωB97M-V/def2-TZVPD).

For the gap between HOMO and LUMO, the calculation gives 7.4 eV. The value obtained for the LUMO energy is 2.31 eV. As for the total energy: -33639.7725 eV. As for the charge: -1. The energy relative to the best compared isomer or geometry (same formula, charge and spin) is 23.9 kcal per mole. The largest force on an atom is 0.0635 hartree/bohr. Its highest occupied orbital energy is -5.07 eV.

Element x y z (Å)
O 3.4431 3.0637 -1.9346
N 2.2252 2.8783 -2.0033
O 1.4187 3.8056 -2.3404
C 1.5923 1.5932 -1.6541
C 0.1797 1.7659 -1.5888
C -0.6826 0.7427 -1.2694
N -2.0798 1.0316 -1.3744
O -2.3916 2.2329 -1.5820
O -2.9088 0.0981 -1.3445
C -0.3113 -0.7141 -1.0238
C 1.1475 -0.8599 -1.3104
N 1.7231 -2.0167 -1.5975
O 3.1099 -1.7169 -1.5380
N 3.3418 -0.3156 -1.4184
C 2.1019 0.2564 -1.4001
H -0.2118 2.7423 -1.9096
H -0.9306 -1.4259 -1.7245
C -1.2181 -1.3156 3.7845
N -0.3737 -0.3344 4.1665
C 0.2773 0.3934 3.2061
N 0.2794 0.1205 1.8488
C -0.6031 -0.7853 1.5046
C -1.4820 -1.4886 2.4255
N -2.2196 -2.4114 1.7182
C -1.7641 -2.3112 0.4411
N -0.8080 -1.3231 0.2432
H -1.6560 -1.9981 4.5278
H 0.8632 1.2436 3.5323
H -2.0622 -2.9514 -0.3847

Here are the natural (NBO) charges for atoms 1 to 4, given in e:
1. O -0.400
2. N 0.508
3. O -0.472
4. C -0.107

---

(6)
Entry from OMol25: C30H40BN4O4Pd as an isolated structure (ωB97M-V/def2-TZVPD).

For the gap between HOMO and LUMO (alpha / beta), the calculation gives 4.6 / 6.2 eV. The value obtained for the LUMO energy (alpha / beta) is -3.37 / -3.82 eV. As for the total energy: -50061.6813 eV. As for the charge: +1. The energy relative to the best compared isomer or geometry (same formula, charge and spin) is 16.6 kcal per mole. The spin multiplicity is 3. The largest force on an atom is 0.0090 hartree/bohr. Its highest occupied orbital energy (alpha / beta) is -7.96 / -10.01 eV.

Element x y z (Å)
Pd -0.5229 0.7846 -1.6270
C -4.5818 0.4515 4.3200
C -3.4603 0.5010 3.3115
C -2.1419 0.5709 3.6879
C -1.0850 0.6041 2.7570
C 0.2326 0.6910 3.2816
N 1.3377 0.2693 2.7579
C 1.5015 -0.6961 1.6631
C 2.7461 -1.5401 1.9381
C 4.0559 -0.8272 1.5554
N 4.3039 -0.8647 0.1216
C 3.5876 -0.0805 -0.7628
C 3.2586 1.2827 -0.5583
C 3.9980 2.1697 0.2444
C 3.6419 3.5080 0.4011
C 4.4985 4.4583 1.1994
C 2.4995 3.9527 -0.2360
C 1.6982 3.0940 -1.0138
C 0.4696 3.6535 -1.5615
N -0.5353 2.9517 -1.9013
C -1.7619 3.5095 -2.4627
C -2.3906 2.4770 -3.4057
C -3.1647 1.3364 -2.7151
N -2.5158 0.9011 -1.4685
C -3.2039 0.8636 -0.3965
C -2.7399 0.6450 0.9635
C -3.7201 0.5419 1.9379
C -1.3531 0.7091 1.3461
O -0.4028 0.9684 0.5519
C 2.0810 1.7574 -1.2175
O 1.4293 0.8904 -1.9834
H -4.2548 -0.0050 5.2532
H -5.4257 -0.1254 3.9420
H -4.9451 1.4553 4.5492
H -1.8930 0.5711 4.7458
H 0.3485 1.1450 4.2633
H 2.1816 0.4977 3.2673
H 1.5704 -0.1856 0.7070
H 0.5997 -1.3070 1.6297
H 2.6638 -2.4589 1.3550
H 2.7648 -1.8390 2.9922
H 4.9011 -1.2856 2.0667
H 4.0164 0.2176 1.8684
H 4.4792 -1.7969 -0.2168
H 3.2394 -0.5638 -1.6626
H 4.9196 1.8136 0.6931
H 5.2606 3.9229 1.7652
H 3.8995 5.0416 1.9003
H 5.0103 5.1632 0.5419
H 2.1966 4.9903 -0.1240
H 0.4242 4.7446 -1.6432
H -1.5661 4.4380 -3.0025
H -2.4531 3.7445 -1.6465
H -1.5870 2.0593 -4.0154
H -3.0815 2.9691 -4.0903
H -3.2189 0.4811 -3.3886
H -4.1838 1.6576 -2.4910
H -4.2743 1.0537 -0.4913
H -4.7566 0.5256 1.6104
C 0.1882 -4.2556 0.0275
C 0.0421 -3.3726 -1.1940
C 1.1023 -3.7147 -2.2289
O 0.2748 -1.9870 -0.8020
B -0.5708 -1.2214 -1.5546
O -1.5022 -1.9396 -2.2475
C -1.4030 -3.3192 -1.7865
C -1.6403 -4.2481 -2.9575
C -2.4878 -3.4983 -0.7340
H 1.2281 -4.2558 0.3583
H -0.0851 -5.2841 -0.2168
H -0.4386 -3.9141 0.8502
H 2.0858 -3.5336 -1.7935
H 1.0043 -3.0857 -3.1149
H 1.0432 -4.7615 -2.5280
H -0.9874 -4.0147 -3.7961
H -2.6741 -4.1581 -3.2922
H -1.4700 -5.2834 -2.6545
H -2.3282 -2.8296 0.1153
H -2.5260 -4.5265 -0.3734
H -3.4508 -3.2552 -1.1838

Here are the Mulliken charges for atoms 1 to 4, given in e:
1. Pd 0.576
2. C -1.655
3. C -0.065
4. C -0.654

---

(7)
Entry from OMol25: a 2-piece molecular cluster, C4H11NO3 overall (ωB97M-V/def2-TZVPD).

For the gap between HOMO and LUMO, the calculation gives 10.8 eV. The value obtained for the LUMO energy is 0.54 eV. The SMILES is C[C@@H](O)CNC=O.O. As for the total energy: -11958.6977 eV. The energy relative to the best compared isomer or geometry (same formula, charge and spin) is 32.6 kcal per mole. The largest force on an atom is 0.0176 hartree/bohr. Its highest occupied orbital energy is -10.30 eV.

Element x y z (Å)
C -0.9423 -1.7941 -0.8528
C -0.0681 -0.5333 -0.9142
O -0.8772 0.6497 -0.8723
C 1.0434 -0.5244 0.1439
N 0.8201 0.3951 1.2412
C 0.1241 -0.0157 2.3354
O -0.3552 -1.1218 2.4616
H -1.8879 -1.6041 -0.3511
H -0.4109 -2.5869 -0.3456
H -1.2379 -2.0365 -1.8608
H 0.3336 -0.5585 -1.9269
H -1.3331 0.5668 -0.0255
H 1.1486 -1.5080 0.5657
H 2.0344 -0.3663 -0.2450
H 1.5133 1.0976 1.4454
H -0.0175 0.7595 3.1032
O -0.2056 3.3381 -1.2153
H 0.7544 3.3858 -1.1264
H -0.4363 2.4570 -1.5604

Here are the natural (NBO) charges for atoms 1 to 4, given in e:
1. C -0.629
2. C 0.082
3. O -0.720
4. C -0.268

---

(8)
Entry from OMol25: a 3-piece molecular cluster, C3H6N2O overall in a non-equilibrium geometry (ωB97M-V/def2-TZVPD).

For the gap between HOMO and LUMO, the calculation gives 9.7 eV. The value obtained for the LUMO energy is -0.92 eV. The SMILES is N#CC=O.[H][H].C=N. As for the total energy: -8232.3880 eV. The energy relative to the best compared isomer or geometry (same formula, charge and spin) is 99.4 kcal per mole. The largest force on an atom is 0.0220 hartree/bohr. Its highest occupied orbital energy is -10.62 eV.

Element x y z (Å)
N -0.2512 -3.0096 -0.0717
C 0.1380 -2.0273 0.3990
C 0.6600 -0.8024 1.0330
O 0.0572 -0.2471 1.9119
H 1.6454 -0.4691 0.6736
H -1.3798 1.4278 0.6603
H -1.1706 1.2294 1.3476
C 0.0585 0.4044 -1.4349
N -0.5838 1.4552 -1.1383
H -0.4995 -0.4975 -1.6953
H 1.1532 0.3405 -1.4547
H 0.0459 2.2134 -0.8639

Here are the natural (NBO) charges for atoms 1 to 4, given in e:
1. N -0.232
2. C 0.154
3. C 0.324
4. O -0.426